Formula: C45H32F3OP2PtS
Source: the OMol25 dataset
Level of theory: the ωB97M-V functional and the def2-TZVPD basis

**⟨S²⟩**: 2.02
**Kohn-Sham gap (spin up / spin down)**: 5.9 / 5.3 eV
**Maximum force**: 1.1 eV/A
**Electronic energy**: -3308.752627 Eh
**HOMO (spin up / spin down)**: -0.32586 / -0.38378 hartree

```
! wB97M-V def2-TZVPD RIJCOSX def2/J DEFGRID3
* xyz 1 3
Pt -0.27 -0.78 -0.65
S -2.66 -1.22 -0.55
P -0.33 -2.39 1.22
P -1.16 1.47 -1.34
F 7.91 4.05 -0.40
F 8.06 3.23 1.60
F 8.73 2.07 -0.10
O -3.33 -2.36 -1.19
C -5.11 2.30 -2.06
C -2.97 1.35 -1.50
C -1.99 -2.18 1.91
C 5.44 2.91 -0.61
C 0.64 -3.82 -2.44
C -2.25 -2.56 3.23
C 4.21 2.30 -0.77
C -1.44 -4.91 -1.87
C 1.97 -4.99 4.21
C -4.14 -1.07 1.84
C -3.72 2.39 -2.04
C -1.12 2.10 -4.04
C -2.96 -1.44 1.22
C 0.68 -4.81 2.19
C -0.41 -3.41 -0.29
C 0.95 3.94 -3.78
C 6.41 2.32 0.19
C -3.45 -2.20 3.84
C -3.63 0.22 -1.02
C -0.83 4.21 2.35
C 7.77 2.93 0.32
C -0.60 2.72 -5.16
C 0.44 3.63 -5.03
C -1.45 -4.28 -0.63
C 2.69 0.43 -0.34
C -5.01 0.10 -1.10
C 0.43 3.33 -2.65
C -1.28 4.73 1.15
C -0.42 -4.64 -2.78
C -0.48 2.87 2.45
C -1.01 2.57 0.11
C 6.14 1.13 0.86
C -5.75 1.17 -1.58
C 4.92 0.51 0.70
C -1.38 3.91 0.03
C 1.63 -0.13 -0.56
C 0.60 -3.43 2.38
C 1.90 -3.62 4.39
C 3.95 1.08 -0.13
C -0.62 2.42 -2.77
C 0.66 -3.21 -1.19
C 1.22 -2.83 3.48
C -0.57 2.05 1.33
C -4.38 -1.44 3.15
C 1.36 -5.59 3.12
H -5.68 3.12 -2.48
H 1.76 4.65 -3.69
H -1.74 4.32 -0.91
H -0.13 2.46 3.38
H -1.56 5.77 1.08
H -0.27 1.02 1.39
H 2.52 -5.61 4.92
H -6.83 1.10 -1.62
H -5.49 -0.82 -0.82
H -1.51 -3.12 3.78
H -1.00 2.48 -6.14
H 1.46 -3.67 -3.12
H -2.24 -5.59 -2.13
H 0.20 -5.27 1.34
H -2.26 -4.46 0.06
H 3.45 2.75 -1.39
H 0.83 3.56 -1.67
H 4.70 -0.42 1.20
H -3.22 3.25 -2.46
H -0.45 -5.10 -3.76
H -3.64 -2.51 4.86
H 0.86 4.09 -5.92
H 1.41 -6.66 2.98
H 1.56 -2.71 -0.85
H -1.92 1.38 -4.13
H -4.87 -0.47 1.31
H -5.29 -1.14 3.64
H 1.17 -1.76 3.61
H 6.90 0.70 1.50
H 2.39 -3.16 5.25
H 5.66 3.85 -1.10
H -0.74 4.85 3.22
*
```

***

Formula: C45H33BO6S
Source: the OMol25 dataset
Level of theory: the ωB97M-V functional and the def2-TZVPD basis

**SMILES**: O=C1c2ccccc2C(=O)c2ccccc21.O=C1c2ccccc2C(=O)c2ccccc21.O=C1c2ccccc2C(=O)c2ccccc21.BCSCC
**Kohn-Sham gap**: 7.1 eV
**Maximum force**: 1.4 eV/A
**Electronic energy**: -2609.112798 Eh
**HOMO**: -0.30653 hartree

```
! wB97M-V def2-TZVPD RIJCOSX def2/J DEFGRID3
* xyz 0 1
S -6.33 5.75 3.00
O 0.13 -2.32 1.56
O 7.32 0.38 -8.63
O -2.53 0.35 5.04
O 1.65 -0.78 -3.31
O -1.37 -2.12 9.63
O 2.07 -0.17 -7.78
C 4.79 0.12 -11.95
C -0.64 1.62 0.42
C -0.43 0.31 0.83
C 3.81 -0.02 -9.35
C -3.40 2.32 8.62
C 3.74 -0.10 -5.53
C -0.21 2.03 -0.84
C 1.45 -2.54 -1.78
C -3.10 1.71 7.41
C 1.28 -1.13 -2.21
C -4.89 4.72 2.51
C 3.27 -0.08 -7.97
C 6.13 0.22 -8.44
C -2.25 -0.21 8.59
C -1.25 -2.16 7.29
C -2.24 -0.20 6.09
C 2.19 -4.78 -2.26
C 0.63 -0.18 -1.28
C 3.43 -0.06 -11.73
C 5.99 0.01 -4.69
C -2.53 0.44 7.39
C -2.56 0.40 9.80
C 0.45 -1.98 0.44
C 2.00 -3.47 -2.66
C -7.75 4.64 3.32
C 4.22 -0.02 -6.83
C 2.94 -0.13 -10.43
C -7.64 3.21 2.72
C -3.13 1.66 9.82
C -1.27 -2.14 4.87
C -1.61 -1.55 8.59
C -0.59 -3.39 7.27
C 0.42 1.14 -1.69
C 5.18 0.14 -9.58
C -0.61 -3.36 4.86
C 1.08 -2.94 -0.50
C -0.26 -3.98 6.06
C 0.21 -0.59 -0.02
C -1.58 -1.53 6.09
C 5.66 0.22 -10.88
C 6.48 0.11 -5.98
C 1.28 -4.26 -0.09
C 5.59 0.10 -7.06
C 1.84 -5.17 -0.98
C 4.62 -0.09 -4.46
B -4.15 4.01 3.75
H -0.36 -3.82 3.91
H -8.61 5.12 2.85
H -3.37 2.13 10.76
H -0.32 -3.87 8.20
H -3.62 2.96 3.62
H 6.68 0.01 -3.85
H 1.99 -6.20 -0.66
H 1.00 -4.57 0.90
H 1.88 -0.26 -10.26
H 0.75 1.46 -2.67
H -5.16 3.99 1.73
H -8.21 2.54 3.37
H 5.17 0.18 -12.96
H 2.28 -3.16 -3.66
H -4.15 4.61 4.78
H -6.63 2.82 2.68
H -3.31 2.23 6.48
H -1.53 -1.65 3.94
H -1.15 2.31 1.07
H -0.76 -0.01 1.81
H 4.24 -0.16 -3.45
H 2.75 -0.15 -12.57
H -4.16 5.42 2.09
H -8.15 3.18 1.75
H -2.35 -0.11 10.73
H -0.38 3.05 -1.16
H -3.84 3.31 8.64
H 2.67 -0.18 -5.35
H 7.54 0.18 -6.16
H 2.61 -5.50 -2.95
H 0.26 -4.93 6.04
H 6.72 0.36 -11.05
H -8.00 4.58 4.39
*
```

***

Formula: C45H34I3N2O4S3TaTe
Source: the OMol25 dataset
Level of theory: the ωB97M-V functional and the def2-TZVPD basis

**Kohn-Sham gap**: 7.1 eV
**ΔE to the lowest compared entry with this formula, charge and spin**: 0.00 kJ/mol
**Maximum force**: 0.7 eV/A
**Electronic energy**: -4558.051131 Eh
**HOMO**: -0.47420 hartree

```
! wB97M-V def2-TZVPD RIJCOSX def2/J DEFGRID3
* xyz 2 1
Ta -0.42 0.15 0.83
I -2.76 4.21 -0.39
I 6.82 -4.68 0.99
I -8.07 1.72 0.92
Te 0.55 1.94 -1.33
S -1.46 -3.83 0.66
S 0.72 -4.01 -1.81
S -2.59 -1.97 -4.02
O 0.58 -1.46 1.81
O 1.72 0.21 1.10
O -1.86 1.38 0.67
O -0.91 -1.05 -0.48
N -0.27 1.24 2.80
N -1.95 -0.82 2.21
C 2.76 -3.24 1.39
C -3.88 2.60 0.31
C 2.17 1.07 -2.38
C -1.23 1.02 3.71
C 2.93 3.06 0.27
C 1.23 4.70 -0.25
C 0.63 -1.84 -3.16
C -3.22 1.44 0.74
C 4.19 -0.22 -2.55
C -5.26 2.67 0.36
C -3.75 -4.58 -0.14
C 1.97 5.67 0.41
C -1.31 -2.01 -1.51
C -5.99 1.61 0.85
C 5.15 -3.47 1.20
C 2.92 -1.86 1.44
C -2.60 0.04 -2.46
C -0.68 3.05 4.84
C 4.19 -1.28 1.39
C -2.17 -1.25 -2.52
C -5.34 0.47 1.29
C 1.73 -1.01 1.49
C -0.04 -2.50 -2.17
C 0.49 2.35 2.90
C 3.12 0.24 -1.79
C -2.09 -3.09 -0.77
C -3.37 -0.55 -4.55
C 2.27 1.42 -3.72
C 4.30 0.14 -3.89
C 1.70 3.40 -0.30
C -3.32 -3.59 -1.06
C -3.32 -0.94 1.62
C -1.98 -0.28 3.59
C 3.88 -4.05 1.25
C -3.96 0.37 1.24
C 3.67 4.04 0.91
C -3.30 0.44 -3.63
C 1.94 -3.73 -2.96
C 5.30 -2.08 1.28
C 0.32 3.27 3.90
C -2.85 -4.81 0.84
C 3.34 0.95 -4.47
C -1.46 1.91 4.74
C 1.77 -2.55 -3.62
C 3.19 5.34 0.99
H -3.92 -3.26 -1.90
H -3.73 1.43 -3.78
H -0.85 3.76 5.64
H 3.77 -5.12 1.19
H 1.54 2.06 -4.18
H -5.77 3.57 0.02
H 2.71 -4.47 -3.12
H -3.85 -0.53 -5.52
H 5.14 -0.22 -4.47
H -4.70 -5.11 -0.22
H -2.43 0.70 -1.62
H -5.92 -0.36 1.68
H 3.77 6.11 1.49
H 2.43 -2.20 -4.40
H 4.93 -0.87 -2.09
H -2.92 -5.50 1.67
H -3.01 -0.15 3.92
H 0.29 -0.91 -3.58
H -1.61 -1.78 2.26
H 4.29 -0.20 1.45
H 1.26 2.48 2.14
H 1.77 -3.68 1.42
H -3.24 -1.58 0.74
H 4.63 3.79 1.35
H 0.95 4.14 3.95
H -3.95 -1.46 2.34
H -2.24 1.70 5.46
H 1.61 6.69 0.45
H 6.29 -1.65 1.26
H 3.04 -0.04 -0.76
H 3.31 2.05 0.20
H -1.51 -1.00 4.26
H 3.43 1.23 -5.51
H 0.29 4.96 -0.72
*
```